1.
137
Properties=species:S:1:pos:R:3:lowdin_charge:R:1 method="wB97M-V/def2-TZVPD" energy_ha=-3722.86511 total_charge=-1 lumo_ev=1.60 homo_ev=-4.75
C -7.744 -2.052 1.529 -0.11
C -7.339 -3.311 0.515 -0.28
N -5.872 -3.654 0.649 -0.27
C -5.354 -4.490 -0.501 -0.24
C -6.476 -5.428 -1.241 -0.14
C -5.520 -4.229 2.003 -0.95
S -6.341 -5.546 2.755 0.54
S -4.046 -3.398 2.891 0.76
C -4.127 -3.701 4.738 -0.49
C -2.623 -4.268 5.192 -0.37
C -1.807 -3.177 6.152 -0.45
Nb -0.269 -2.022 4.928 1.36
F 0.612 -3.839 4.280 -0.61
C 1.242 -1.912 6.638 -0.45
C 2.435 -0.803 6.340 -0.33
C 3.208 -0.556 7.765 -0.24
C 4.684 -1.267 7.789 -0.23
C 5.931 -0.186 8.014 -0.22
C 6.094 0.611 6.590 -0.21
C 7.634 0.421 5.963 -0.23
C 7.779 -0.888 4.987 -0.22
C 9.318 -1.313 4.610 -0.23
C 9.803 -0.768 3.104 -0.20
C 9.427 0.845 3.109 -0.21
C 10.427 1.756 2.148 -0.16
N 10.517 3.115 2.875 -0.20
C 9.142 3.741 3.191 -0.07
C 9.394 5.140 4.007 -0.07
C 11.040 5.201 4.084 -0.10
C 11.731 3.880 3.356 -0.05
H -8.559 -1.330 1.050 0.07
H -6.758 -1.462 1.797 0.08
H -8.174 -2.499 2.530 0.07
H -8.043 -4.222 0.727 0.09
H -7.505 -2.902 -0.584 0.13
H -4.494 -5.206 -0.093 0.13
H -4.855 -3.733 -1.267 0.13
H -7.271 -5.900 -0.523 0.07
H -5.885 -6.342 -1.731 0.09
H -6.939 -4.823 -2.135 0.07
H -4.263 -2.633 5.248 0.08
H -4.989 -4.431 5.077 0.06
H -2.745 -5.318 5.735 0.10
H -2.025 -4.479 4.183 0.06
H -1.343 -3.815 7.045 0.05
H -2.568 -2.418 6.666 0.03
H -1.427 -2.053 3.494 -0.16
H 0.895 -1.121 3.825 -0.16
H -0.961 -0.445 5.541 -0.14
H 0.667 -1.661 7.631 0.04
H 1.768 -2.962 6.695 0.05
H 3.164 -1.252 5.531 0.09
H 1.999 0.202 5.924 0.08
H 2.541 -1.009 8.631 0.10
H 3.358 0.585 8.027 0.10
H 4.837 -1.887 6.788 0.11
H 4.750 -2.020 8.681 0.09
H 5.699 0.576 8.894 0.11
H 6.947 -0.717 8.318 0.10
H 5.274 0.378 5.790 0.11
H 5.985 1.776 6.833 0.11
H 7.789 1.399 5.297 0.09
H 8.456 0.491 6.812 0.12
H 7.091 -0.785 4.019 0.13
H 7.319 -1.808 5.591 0.11
H 10.068 -0.890 5.437 0.12
H 9.402 -2.490 4.621 0.10
H 10.975 -0.943 3.031 0.11
H 9.210 -1.379 2.269 0.12
H 9.669 1.207 4.221 0.12
H 8.305 1.040 2.806 0.11
H 9.950 1.899 1.078 0.12
H 11.486 1.263 2.061 0.12
H 8.071 3.287 2.934 0.12
H 8.564 5.852 4.423 0.07
H 11.600 6.075 4.639 0.06
H 12.855 3.577 3.234 0.10
C -9.930 -2.253 -7.148 -0.05
O -9.420 -2.682 -5.887 -0.01
C -9.951 -3.846 -5.436 -0.57
O -10.795 -4.518 -6.008 0.11
O -9.382 -4.132 -4.238 -0.03
C -9.849 -5.340 -3.640 -0.05
H -9.436 -1.314 -7.411 0.09
H -9.705 -2.990 -7.926 0.10
H -11.008 -2.070 -7.086 0.10
H -9.621 -6.200 -4.278 0.10
H -10.923 -5.280 -3.438 0.10
H -9.327 -5.470 -2.688 0.08
C -10.834 -1.255 -2.477 -0.03
O -12.167 -0.988 -2.046 0.00
C -12.996 -0.554 -3.029 -0.55
O -12.693 -0.385 -4.200 0.10
O -14.220 -0.341 -2.484 -0.01
C -15.202 0.122 -3.409 -0.05
H -10.260 -1.595 -1.611 0.09
H -10.824 -2.049 -3.230 0.08
H -10.364 -0.345 -2.866 0.10
H -15.366 -0.618 -4.200 0.10
H -14.907 1.086 -3.835 0.10
H -16.140 0.258 -2.866 0.09
C 8.322 1.385 -4.435 -0.05
O 9.372 2.285 -4.087 -0.03
C 9.266 2.812 -2.841 -0.56
O 8.376 2.579 -2.037 0.11
O 10.320 3.642 -2.643 -0.02
C 10.339 4.272 -1.364 -0.04
H 8.509 1.025 -5.451 0.09
H 8.313 0.522 -3.761 0.10
H 7.355 1.897 -4.424 0.10
H 10.411 3.526 -0.567 0.08
H 9.453 4.900 -1.230 0.11
H 11.225 4.913 -1.316 0.10
C -11.248 1.896 -6.744 -0.05
O -10.575 1.868 -8.002 -0.02
C -11.402 1.847 -9.077 -0.56
O -12.623 1.851 -9.043 0.11
O -10.636 1.822 -10.197 -0.01
C -11.378 1.798 -11.415 -0.06
H -10.491 1.911 -5.956 0.10
H -11.858 2.801 -6.653 0.10
H -11.862 0.999 -6.615 0.09
H -11.993 2.698 -11.510 0.10
H -11.997 0.897 -11.472 0.10
H -10.665 1.779 -12.244 0.09
C 10.813 4.900 -5.832 -0.05
O 10.681 6.156 -6.494 -0.01
C 9.829 7.020 -5.888 -0.56
O 9.198 6.806 -4.865 0.11
O 9.799 8.164 -6.617 -0.01
C 8.937 9.172 -6.094 -0.05
H 11.518 4.289 -6.403 0.10
H 11.214 5.036 -4.823 0.09
H 9.852 4.377 -5.801 0.09
H 9.263 9.479 -5.095 0.10
H 7.900 8.820 -6.073 0.10
H 8.991 10.041 -6.755 0.09

=====

2.
133
Properties=species:S:1:pos:R:3:lowdin_charge:R:1 method="wB97M-V/def2-TZVPD" energy_ha=-3012.86590 total_charge=-1 lumo_ev=2.02 homo_ev=-3.66
C 5.866 0.150 2.443 -0.01
C 6.388 1.559 2.269 -0.50
O 6.956 2.147 3.162 0.07
N 6.153 2.181 1.032 -0.12
C 5.722 1.315 -0.060 -0.09
C 5.343 3.405 1.133 -0.17
C 3.879 3.112 1.471 -0.18
C 3.140 4.257 2.194 -0.16
C 1.794 4.613 1.533 -0.10
C 0.615 4.777 2.504 -0.44
C 0.937 5.959 3.452 -0.31
C 0.973 7.311 2.775 -0.03
F -0.048 6.044 4.443 -0.01
O -0.549 5.039 1.797 -0.05
B -1.716 4.304 2.439 -0.54
O -1.058 3.489 3.539 -0.07
C 0.315 3.519 3.373 -0.32
C 0.820 2.172 2.834 -0.11
C 0.478 1.755 1.392 -0.18
C -0.290 0.439 1.389 -0.21
C -0.567 -0.135 -0.005 -0.23
S -2.028 0.477 -0.767 0.58
O -3.148 0.292 0.098 -0.27
O -1.787 1.742 -1.395 -0.28
O -2.151 -0.611 -1.945 -0.19
H 6.428 -0.557 1.828 0.09
H 5.946 -0.132 3.487 0.07
H 4.821 0.076 2.135 0.07
H 4.751 0.831 0.096 0.08
H 6.470 0.543 -0.239 0.08
H 5.641 1.926 -0.960 0.09
H 5.789 4.041 1.898 0.11
H 5.429 3.928 0.176 0.12
H 3.322 2.858 0.566 0.10
H 3.868 2.211 2.094 0.10
H 3.795 5.134 2.236 0.11
H 2.969 3.968 3.233 0.10
H 1.548 3.838 0.811 0.09
H 1.870 5.536 0.954 0.11
H 1.870 5.771 3.997 0.14
H 1.242 8.079 3.503 0.07
H 1.706 7.343 1.967 0.07
H -0.020 7.527 2.382 0.09
H -2.514 5.108 2.932 0.05
H -2.243 3.560 1.606 0.05
H 0.843 3.668 4.331 0.14
H 0.351 1.431 3.491 0.11
H 1.899 2.092 3.017 0.09
H -0.064 2.527 0.840 0.11
H 1.412 1.572 0.843 0.10
H 0.319 -0.325 1.883 0.10
H -1.224 0.526 1.950 0.12
H 0.240 0.098 -0.704 0.11
H -0.685 -1.218 0.029 0.09
H -2.416 -0.149 -2.760 0.07
C 4.951 -4.470 5.018 -0.11
C 3.784 -3.747 5.690 -0.30
C 4.122 -2.289 5.404 -0.14
O 4.807 -2.281 4.149 -0.17
C 5.166 -3.609 3.778 -0.19
H 4.742 -5.510 4.774 0.14
H 5.834 -4.439 5.660 0.13
H 2.843 -4.020 5.207 -0.09
H 3.694 -3.954 6.755 0.13
H 4.782 -1.875 6.174 0.14
H 3.242 -1.649 5.324 0.14
H 4.522 -3.939 2.954 0.10
H 6.199 -3.607 3.427 0.13
C -3.694 2.652 -5.653 -0.17
C -4.473 1.699 -6.558 -0.17
C -4.219 0.358 -5.878 -0.21
O -4.086 0.633 -4.484 -0.15
C -3.957 2.050 -4.282 -0.18
H -4.013 3.690 -5.728 0.12
H -2.632 2.612 -5.897 0.10
H -5.537 1.941 -6.539 0.11
H -4.138 1.712 -7.595 0.10
H -3.292 -0.098 -6.245 0.11
H -5.031 -0.359 -6.016 0.11
H -4.882 2.438 -3.843 0.12
H -3.146 2.223 -3.575 0.10
C -2.037 -6.124 -0.731 -0.17
C -2.848 -4.897 -1.145 -0.16
C -1.797 -3.798 -1.078 -0.19
O -0.546 -4.421 -1.402 -0.14
C -0.692 -5.836 -1.389 -0.22
H -2.473 -7.068 -1.056 0.11
H -1.929 -6.153 0.356 0.11
H -3.214 -5.012 -2.167 0.12
H -3.704 -4.704 -0.505 0.09
H -1.734 -3.381 -0.066 0.11
H -1.984 -2.983 -1.773 0.10
H -0.674 -6.212 -2.420 0.11
H 0.153 -6.272 -0.852 0.11
C -0.063 4.041 -9.320 -0.17
C 0.403 4.738 -8.041 -0.17
C -0.923 5.176 -7.431 -0.20
O -1.883 4.195 -7.827 -0.16
C -1.338 3.356 -8.842 -0.21
H 0.663 3.339 -9.726 0.11
H -0.294 4.780 -10.091 0.11
H 0.906 4.025 -7.385 0.11
H 1.078 5.574 -8.218 0.11
H -1.232 6.154 -7.814 0.12
H -0.902 5.223 -6.342 0.12
H -1.117 2.370 -8.415 0.12
H -2.083 3.230 -9.629 0.12
C 2.555 -3.707 4.285 -0.32
C 1.333 -4.575 3.980 -0.07
C 0.443 -3.592 3.227 -0.18
O 1.327 -2.711 2.537 -0.12
C 2.660 -2.874 3.012 -0.13
H 3.461 -4.279 4.488 0.05
H 2.355 -3.064 5.144 0.15
H 1.614 -5.408 3.333 0.13
H 0.850 -4.980 4.869 0.13
H -0.177 -3.010 3.917 0.12
H -0.211 -4.072 2.497 0.11
H 3.255 -3.390 2.250 0.12
H 3.096 -1.887 3.179 0.13
C -8.142 -4.507 -0.061 -0.17
C -8.320 -5.968 -0.474 -0.17
C -6.968 -6.269 -1.112 -0.21
O -6.016 -5.464 -0.422 -0.16
C -6.685 -4.491 0.384 -0.20
H -8.822 -4.187 0.726 0.11
H -8.282 -3.851 -0.922 0.11
H -8.473 -6.594 0.408 0.11
H -9.152 -6.132 -1.158 0.11
H -6.967 -5.999 -2.174 0.12
H -6.673 -7.316 -1.022 0.11
H -6.590 -4.772 1.438 0.12
H -6.200 -3.525 0.240 0.12

=====

| no. | gap between HOMO and LUMO (hartree) |
| --- | --- |
| 1 | 0.2333 |
| 2 | 0.2087 |